# 1
{"formula": "C12H31NO5PSi", "method": "the ωB97M-V functional and the def2-TZVPD basis", "species": ["C", "C", "C", "C", "O", "Si", "C", "O", "C", "C", "C", "O", "N", "O", "P", "C", "C", "C", "C", "H", "H", "H", "H", "H", "H", "H", "H", "H", "H", "H", "H", "H", "H", "H", "H", "H", "H", "H", "H", "H", "H", "H", "H", "H", "H", "H", "H", "O", "H", "H", "H"], "xyz": [[1.050, 1.317, 3.089], [-0.377, 1.769, 3.367], [-1.423, 0.666, 3.114], [-1.960, 0.652, 1.684], [-0.946, 1.124, 0.768], [-0.770, 0.315, -0.640], [0.431, 1.362, -1.646], [1.656, 1.198, -0.942], [2.620, 2.172, -1.312], [2.440, 3.511, -0.575], [3.737, 3.936, 0.109], [-2.306, 0.212, -1.540], [-2.029, 0.133, -2.828], [-2.960, -0.277, -3.473], [0.097, -1.708, -0.509], [-0.765, -2.915, -1.652], [-1.162, -4.262, -1.037], [0.201, -2.354, 1.215], [-1.108, -2.805, 1.900], [1.703, 2.185, 3.153], [1.144, 0.962, 2.066], [1.367, 0.516, 3.752], [-0.457, 1.998, 4.429], [-0.644, 2.666, 2.814], [-0.956, -0.278, 3.398], [-2.274, 0.802, 3.779], [-2.373, -0.318, 1.396], [-2.782, 1.364, 1.633], [0.121, 2.410, -1.652], [0.569, 0.997, -2.668], [2.665, 2.299, -2.397], [3.584, 1.767, -1.010], [2.195, 4.273, -1.312], [1.667, 3.422, 0.184], [4.152, 3.138, 0.721], [4.493, 4.180, -0.636], [3.585, 4.832, 0.702], [-0.046, -3.125, -2.455], [-1.611, -2.409, -2.120], [-0.493, -4.558, -0.239], [-1.235, -5.018, -1.811], [-2.144, -4.155, -0.584], [0.730, -1.601, 1.795], [0.883, -3.199, 1.170], [-1.121, -3.893, 1.917], [-1.986, -2.526, 1.330], [-1.181, -2.494, 2.937], [-1.373, -1.948, -4.990], [-1.907, -1.339, -4.402], [-1.955, -2.513, -5.537], [-0.749, -2.485, -4.455]], "forces_ev_per_angstrom": [[-0.25, 0.45, -0.68], [-0.45, -0.59, 0.47], [0.32, 0.01, -0.15], [0.00, 0.64, 0.73], [-0.67, -0.92, -0.78], [0.65, 0.67, 0.37], [0.13, -0.49, 0.31], [-0.22, 0.05, -0.17], [0.45, 0.13, 0.61], [0.59, -0.08, -0.35], [0.06, 0.12, -0.37], [0.33, 0.24, -0.31], [-0.11, -0.26, 0.59], [0.21, -0.42, -0.41], [0.97, -0.08, -0.20], [0.18, 0.01, 0.00], [-0.70, 0.69, 0.03], [-0.84, -0.21, 0.00], [0.40, -0.61, -0.25], [0.32, -0.14, 0.30], [0.03, -0.11, -0.14], [0.08, 0.08, 0.23], [0.06, 0.29, 0.07], [0.11, 0.13, -0.08], [-0.08, -0.17, -0.15], [-0.12, -0.03, 0.04], [0.20, -0.12, -0.05], [-0.05, 0.10, -0.14], [-0.14, 0.10, -0.12], [-0.18, 0.19, -0.18], [-0.23, -0.03, -0.08], [0.01, -0.27, -0.01], [-0.42, 0.20, 0.20], [-0.32, -0.05, -0.13], [-0.09, -0.02, 0.24], [0.09, 0.00, -0.07], [0.03, 0.03, 0.21], [0.21, 0.12, 0.05], [-0.29, -0.14, 0.12], [0.29, -0.24, -0.16], [0.13, -0.25, 0.06], [-0.11, -0.14, 0.09], [0.01, 0.29, -0.08], [0.20, -0.02, -0.08], [-0.08, -0.12, 0.10], [-0.18, 0.31, 0.15], [-0.07, 0.26, 0.02], [0.27, -0.33, -0.10], [-0.67, 0.67, 0.16], [0.05, 0.05, 0.06], [-0.08, 0.01, 0.01]], "nbo_charge": [-0.61, -0.39, -0.42, -0.07, -0.90, 1.79, -0.56, -0.55, -0.06, -0.44, -0.60, -0.59, 0.35, -0.38, 0.28, -0.67, -0.61, -0.68, -0.62, 0.22, 0.21, 0.20, 0.21, 0.21, 0.19, 0.22, 0.18, 0.19, 0.22, 0.19, 0.17, 0.19, 0.20, 0.21, 0.20, 0.20, 0.22, 0.19, 0.19, 0.22, 0.22, 0.22, 0.26, 0.24, 0.22, 0.20, 0.23, -0.78, 0.56, 0.57, 0.57], "homo_lumo_gap_ev": 6.8, "total_charge": 1, "e_homo_ev": -11.0}

# 2
{"formula": "C6H12NO", "method": "the ωB97M-V functional and the def2-TZVPD basis", "species": ["C", "C", "C", "C", "C", "C", "N", "O", "H", "H", "H", "H", "H", "H", "H", "H", "H", "H", "H", "H"], "xyz": [[1.769, -0.628, 0.856], [0.567, -0.311, 1.600], [1.514, -0.526, -0.450], [-0.387, 0.018, 0.716], [-0.614, -1.242, -1.325], [0.012, 1.105, -1.432], [0.121, -0.146, -0.659], [-1.656, 0.402, 0.777], [2.709, -0.889, 1.300], [0.484, -0.332, 2.669], [2.145, -0.676, -1.302], [-0.010, 2.572, 2.414], [0.217, 1.868, 2.149], [-0.173, -1.439, -2.300], [-0.549, -2.143, -0.716], [-1.661, -0.963, -1.445], [0.369, 0.939, -2.447], [-1.028, 1.428, -1.459], [0.616, 1.877, -0.959], [-1.962, 0.537, 1.683]], "forces_ev_per_angstrom": [[-0.26, 0.07, -0.64], [-0.47, 0.05, -0.32], [0.80, -0.25, 0.47], [0.12, -0.46, 0.74], [-0.61, -0.85, -0.46], [-0.13, 1.04, -0.45], [-0.01, 0.03, 0.56], [0.08, 0.01, -0.34], [0.22, -0.09, 0.01], [-0.14, 0.05, 0.17], [0.00, -0.01, -0.27], [0.35, -1.12, -0.42], [-0.38, 1.57, 0.58], [0.05, 0.13, 0.04], [0.08, 0.11, 0.05], [0.11, 0.10, 0.06], [0.02, -0.12, 0.07], [0.05, -0.14, 0.04], [0.01, -0.10, 0.07], [0.11, -0.01, 0.04]], "nbo_charge": [-0.15, -0.33, -0.07, 0.51, -0.41, -0.41, -0.26, -0.65, 0.27, 0.27, 0.25, 0.04, -0.05, 0.24, 0.25, 0.24, 0.24, 0.25, 0.25, 0.53], "homo_lumo_gap_ev": 9.8, "total_charge": 1, "e_homo_ev": -13.3, "e_above_lowest_kcal_mol": 40.1}

# 3
{"formula": "C49H56BeCl6CsF2N3O15PS2", "method": "the ωB97M-V functional and the def2-TZVPD basis", "species": ["C", "C", "C", "C", "C", "C", "C", "C", "C", "C", "O", "C", "C", "O", "C", "C", "C", "C", "O", "C", "C", "C", "C", "C", "O", "C", "C", "C", "C", "C", "C", "C", "C", "O", "H", "H", "H", "H", "H", "H", "H", "H", "H", "H", "H", "H", "H", "H", "H", "H", "H", "H", "H", "H", "H", "H", "H", "H", "H", "H", "H", "H", "H", "H", "H", "H", "Cl", "Cs", "N", "S", "O", "O", "F", "S", "O", "O", "F", "N", "H", "H", "H", "H", "C", "Cl", "Cl", "Cl", "Cl", "Be", "Cl", "C", "C", "N", "H", "H", "H", "C", "O", "P", "O", "O", "C", "O", "C", "H", "H", "H", "H", "H", "H", "H", "H", "H", "C", "C", "C", "C", "C", "C", "C", "O", "C", "C", "C", "C", "C", "C", "C", "O", "H", "H", "H", "H", "H", "H", "H", "H"], "xyz": [[-7.123, -0.947, 4.480], [-6.207, -0.471, 5.111], [-4.965, -0.066, 5.777], [-3.743, -0.497, 4.994], [-3.208, 0.390, 4.073], [-2.092, 0.063, 3.341], [-1.584, 1.085, 2.352], [-1.846, 0.604, 0.843], [-3.319, 0.072, 0.565], [-4.133, 0.880, -0.557], [-4.132, 2.333, -0.332], [-4.630, 2.684, 0.947], [-5.808, 2.054, 1.625], [-4.083, 3.593, 1.550], [-1.459, -1.167, 3.496], [-2.028, -2.063, 4.390], [-3.139, -1.733, 5.122], [-1.405, -3.433, 4.550], [-1.832, -4.179, 5.405], [-0.299, -3.830, 3.619], [0.115, -5.139, 3.664], [1.131, -5.543, 2.806], [1.713, -4.615, 1.981], [1.319, -3.296, 1.950], [1.959, -2.448, 1.095], [3.349, -2.244, 1.344], [3.680, -0.883, 1.976], [3.189, 0.276, 1.082], [3.269, -0.802, 3.474], [2.850, 0.603, 3.958], [4.497, -1.234, 4.334], [0.270, -2.884, 2.767], [-0.224, -1.491, 2.720], [0.377, -0.646, 2.089], [-7.911, -1.358, 3.897], [-4.905, -0.462, 6.793], [-4.927, 1.022, 5.870], [-3.677, 1.358, 3.923], [-0.479, 1.252, 2.448], [-2.114, 2.080, 2.487], [-1.654, 1.437, 0.109], [-1.166, -0.190, 0.546], [-3.257, -0.961, 0.219], [-3.975, 0.066, 1.436], [-3.710, 0.585, -1.515], [-5.148, 0.486, -0.498], [-6.382, 2.801, 2.163], [-6.424, 1.433, 0.978], [-5.404, 1.380, 2.389], [-3.552, -2.440, 5.833], [-0.374, -5.818, 4.349], [1.486, -6.565, 2.772], [2.522, -4.854, 1.265], [3.805, -3.012, 1.980], [3.889, -2.279, 0.393], [4.777, -0.839, 1.959], [3.346, -0.018, 0.041], [3.834, 1.135, 1.286], [2.170, 0.597, 1.285], [2.490, -1.530, 3.698], [3.155, 0.685, 5.007], [1.761, 0.692, 3.974], [3.343, 1.422, 3.437], [5.066, -0.338, 4.603], [4.176, -1.679, 5.278], [5.174, -1.888, 3.782], [4.031, -5.256, 0.067], [-1.677, 3.343, 0.199], [1.259, -3.146, -4.094], [2.090, -2.361, -5.186], [2.484, -3.100, -6.343], [3.004, -1.365, -4.713], [0.916, -1.459, -5.769], [2.107, -4.229, -3.327], [1.286, -5.139, -2.595], [3.301, -3.778, -2.680], [2.665, -5.153, -4.492], [0.180, 7.391, -3.042], [-0.784, 7.208, -3.332], [0.212, 7.552, -2.034], [0.766, 6.587, -3.282], [0.529, 8.224, -3.538], [0.113, 9.070, -6.633], [-0.453, 7.399, -6.278], [0.526, 9.202, -8.329], [-1.164, 10.214, -6.226], [1.547, 9.398, -5.631], [-1.161, 4.716, -6.170], [2.537, -6.435, -0.633], [4.618, -0.837, -3.299], [4.254, 0.259, -2.404], [3.965, 1.114, -1.685], [3.754, -1.143, -3.887], [5.412, -0.516, -3.971], [4.965, -1.690, -2.718], [-7.614, -1.904, 9.024], [-7.858, -0.952, 10.075], [-8.460, 0.550, 9.615], [-7.120, 1.140, 9.248], [-8.940, 0.874, 11.123], [-8.072, 0.619, 12.226], [-9.432, 1.744, 9.019], [-8.980, 3.082, 9.192], [-7.337, -2.849, 9.485], [-8.508, -2.057, 8.422], [-6.795, -1.559, 8.390], [-7.029, 0.786, 11.956], [-8.203, -0.401, 12.584], [-8.348, 1.304, 13.026], [-8.219, 3.322, 8.453], [-8.594, 3.242, 10.198], [-9.843, 3.728, 9.034], [4.587, 2.097, -12.573], [5.956, 2.286, -12.729], [6.849, 1.578, -11.943], [6.377, 0.685, -10.989], [5.003, 0.512, -10.816], [4.112, 1.213, -11.619], [4.475, -0.406, -9.765], [3.280, -0.555, -9.623], [5.448, -1.123, -8.897], [4.980, -1.941, -7.874], [5.878, -2.622, -7.070], [7.246, -2.497, -7.286], [7.720, -1.680, -8.300], [6.826, -0.983, -9.102], [7.351, -0.084, -10.163], [8.545, 0.030, -10.353], [3.890, 2.644, -13.194], [6.326, 2.987, -13.467], [7.914, 1.721, -12.068], [3.047, 1.068, -11.493], [3.920, -2.049, -7.698], [5.508, -3.253, -6.272], [7.945, -3.037, -6.660], [8.784, -1.580, -8.465]], "forces_ev_per_angstrom": [[0.90, 0.60, 0.53], [-0.58, -0.80, -0.64], [0.17, 0.12, 0.19], [-0.12, 0.23, -0.29], [-0.29, -0.03, 0.19], [0.76, 0.98, -0.73], [0.25, 0.79, -1.70], [-1.13, -0.31, -0.13], [-0.09, 1.42, -0.86], [0.58, -1.68, 1.60], [-1.07, -1.00, 1.58], [0.19, 1.22, 0.34], [0.12, -1.23, -0.50], [-0.16, -0.59, -1.17], [-0.27, 0.32, -0.21], [1.02, -0.86, -0.40], [-0.85, -0.02, 0.87], [-0.29, -0.01, 0.17], [0.13, 0.08, -0.18], [-0.96, 0.35, 0.71], [0.18, -0.45, -0.07], [-0.02, -0.07, 0.18], [0.91, -0.34, -0.88], [0.21, 0.50, -0.10], [-0.06, -0.17, 0.37], [1.11, 0.66, 0.11], [-0.88, 0.23, -0.03], [0.76, -0.32, 0.43], [1.24, 0.09, 0.20], [-0.27, -0.74, 0.75], [-0.30, 0.45, -0.13], [-0.16, 0.41, -0.23], [0.44, -0.58, 0.31], [-0.28, 0.11, 0.17], [-0.11, 0.01, 0.08], [-0.21, -0.03, -0.02], [-0.15, -0.03, 0.10], [0.07, 0.03, 0.09], [-1.07, -0.08, 0.03], [0.30, -1.21, 0.32], [-0.15, -4.31, 1.04], [0.17, 0.11, 0.32], [-0.12, 0.05, -0.04], [0.45, -0.06, 0.28], [-0.04, 0.94, -0.26], [-0.07, 0.29, -0.30], [0.05, 0.17, -0.26], [-0.13, 0.21, -0.01], [-0.05, 0.05, -0.03], [0.16, -0.16, -0.09], [0.04, 0.00, 0.00], [-0.12, -0.04, 0.09], [-1.17, 0.12, 1.31], [-0.46, -0.27, 0.00], [-0.38, -0.14, -0.13], [-0.07, -0.02, -0.13], [-0.36, 0.33, 0.37], [-0.07, 0.04, -0.29], [-0.11, -0.33, -0.15], [-0.28, 0.16, -0.20], [-0.11, 0.09, -0.04], [0.07, 0.37, -0.38], [-0.17, -0.08, -0.19], [0.12, -0.10, -0.13], [0.12, -0.17, -0.09], [-0.13, -0.25, 0.22], [0.42, -0.95, -1.08], [1.57, 5.02, -0.32], [0.76, 0.32, -0.27], [-2.00, -0.08, -2.34], [0.26, -0.23, 0.71], [-4.63, -1.19, -4.69], [-0.16, -0.18, 0.58], [0.39, -2.08, 0.71], [-0.81, 1.11, -0.63], [-0.14, 0.65, -0.28], [-0.03, 0.24, -0.09], [0.01, 0.11, 0.17], [0.06, 0.00, -0.18], [0.06, 0.03, -0.02], [0.00, 0.02, -0.13], [0.02, -0.07, -0.15], [-0.07, 0.38, -0.30], [0.06, 0.12, 0.01], [0.02, -0.06, 0.18], [0.06, -0.08, 0.07], [0.00, -0.05, 0.13], [-0.08, -0.33, 0.10], [1.07, 0.04, 0.72], [3.14, 1.62, 3.26], [0.58, -0.39, -0.21], [-0.13, 0.25, -0.52], [2.14, 0.58, 2.64], [0.08, 0.10, -0.03], [0.08, 0.00, 0.15], [0.33, -0.05, 0.00], [-3.06, -0.65, -1.97], [5.34, 4.67, 3.78], [-0.64, -0.68, -0.79], [-0.33, -0.04, -0.33], [0.05, -0.35, 0.27], [-1.86, -3.03, -0.87], [0.30, 0.44, -0.08], [-0.02, 0.06, 0.10], [0.04, -0.11, -0.01], [-0.04, 0.05, -0.01], [-0.03, -0.02, -0.10], [0.06, -0.01, -0.03], [-0.11, 0.07, -0.12], [0.10, -0.08, 0.09], [0.04, -0.09, -0.02], [-0.12, -0.22, 0.00], [0.06, 0.00, 0.02], [-0.06, -0.02, 0.02], [0.02, 0.12, -0.13], [-0.13, -0.02, 0.04], [0.13, -0.02, 0.03], [-0.07, 0.14, -0.12], [-0.20, -0.10, 0.07], [-0.06, 0.06, 0.00], [0.21, 0.04, -0.02], [-0.05, 0.00, 0.01], [0.08, 0.00, 0.02], [-0.07, 0.01, 0.00], [0.09, -0.10, 0.13], [-0.20, 0.03, -0.04], [0.39, -0.01, -0.02], [-0.09, 0.03, 0.00], [0.00, -0.01, -0.01], [0.00, -0.02, -0.01], [0.02, -0.11, 0.08], [0.03, -0.09, 0.10], [0.00, 0.05, -0.13], [-0.04, -0.01, -0.01], [-0.01, 0.00, -0.01], [-0.03, 0.09, -0.09]], "lowdin_charge": [0.12, -0.12, -0.15, -0.18, 0.01, -0.16, -0.17, -0.27, -0.11, -0.13, -0.22, -0.51, 0.04, -0.06, -0.01, -0.05, 0.06, -0.25, 0.11, -0.09, 0.00, -0.02, -0.05, -0.20, -0.01, -0.17, -0.30, -0.08, -0.35, -0.07, -0.07, -0.01, -0.23, 0.07, 0.02, 0.12, 0.12, 0.12, 0.12, 0.06, -0.17, 0.11, 0.13, 0.09, 0.13, 0.12, 0.11, 0.10, 0.08, 0.14, 0.12, 0.12, -0.06, 0.12, 0.12, 0.14, 0.03, 0.07, 0.06, 0.12, 0.07, 0.06, 0.07, 0.08, 0.08, 0.07, 0.22, 1.47, -0.28, 0.58, -0.25, -0.22, -0.17, 0.45, -0.39, -0.32, -0.18, 0.30, 0.12, 0.16, 0.15, 0.07, -2.02, 0.26, 0.60, 0.55, 0.54, 0.30, 0.25, -0.08, -0.26, 0.09, -0.16, 0.09, 0.08, -0.10, -0.25, 0.63, -0.28, -0.26, -0.10, -0.28, -0.12, 0.09, 0.08, 0.07, 0.09, 0.08, 0.09, 0.08, 0.09, 0.09, -0.06, -0.06, 0.00, -0.08, -0.08, -0.01, -0.28, 0.11, -0.08, 0.01, -0.04, -0.05, -0.01, -0.09, -0.28, 0.10, 0.10, 0.11, 0.12, 0.12, 0.09, 0.11, 0.11, 0.12], "homo_lumo_gap_ev": 5.3, "total_charge": 1, "e_homo_ev": -10.0}